Record 1
An isolated molecule of C19H14BF3N2O4 at a distorted geometry, computed with ωB97M-V/def2-TZVPD.

Geometry as XYZ:
```
43
C19H14BF3N2O4 ωB97M-V/def2-TZVPD
F 3.04 1.40 7.15
F 0.92 1.87 6.98
F 1.67 -0.05 6.22
O -3.89 -3.33 -0.38
O 2.78 2.80 1.01
O 0.26 -0.12 -4.11
O -2.27 -1.51 -0.15
N 1.31 2.36 2.83
N -1.07 -0.97 -2.43
C 1.54 1.64 -2.22
C -1.95 -1.76 -3.15
C 1.21 2.02 4.09
C -3.89 -3.12 -4.60
C 3.52 2.15 4.56
C -3.02 -2.36 -2.49
C 2.24 1.84 5.00
C -2.77 -2.56 -5.23
C 1.97 1.25 6.36
C 1.29 0.92 0.43
C 2.09 2.03 0.09
C 0.65 0.21 -0.53
C 2.56 2.56 2.38
C -0.02 -0.19 -2.90
C 0.71 0.59 -1.89
C 2.23 2.35 -1.27
C 3.66 2.49 3.24
C -3.99 -3.01 -3.23
C -1.87 -1.85 -4.52
B -3.04 -2.36 -0.91
H 4.34 2.03 5.24
H -2.73 -2.61 -6.30
H -3.87 -3.34 0.59
H -4.78 -3.49 -2.73
H -1.03 -1.36 -5.00
H 2.87 3.16 -1.58
H 4.66 2.70 2.88
H 0.18 1.76 4.39
H 0.03 -0.64 -0.26
H -4.69 -3.56 -5.16
H -1.34 -0.88 -1.46
H 1.19 0.70 1.47
H -2.30 -1.62 0.83
H 1.61 1.88 -3.26
```

The calculation puts the HOMO energy at -8.156 eV. Its frontier orbital gap is 8.0 eV. The spin multiplicity is 1. The max |F| is 0.04655 Eh/bohr. The LUMO energy is -0.16 eV.

---

Record 2
A structure of composition C19H14BrCl2N3O4Se3TeW at a distorted geometry, computed with ωB97M-V/def2-TZVPD.

Geometry as XYZ:
```
48
C19H14BrCl2N3O4Se3TeW ωB97M-V/def2-TZVPD
W 1.32 -1.25 1.41
Te 4.02 -1.78 1.74
Br -5.27 -0.27 -2.69
Se 1.84 0.30 3.40
Se 0.95 -1.72 4.03
Se 2.28 -3.57 1.45
Cl 0.82 0.16 -4.77
Cl -0.38 -0.07 -2.09
O -0.27 -2.12 1.62
O 0.00 -1.81 0.24
O 0.70 2.76 -0.15
O 3.23 1.87 -0.19
N -1.34 0.79 1.86
N 1.37 0.65 0.46
N 2.29 -1.42 -0.82
C -4.07 0.06 -1.26
C 2.56 0.88 -0.25
C -0.42 2.90 2.55
C -2.99 -0.66 0.75
C -0.45 1.84 1.67
C -1.08 2.83 3.76
C -0.26 -0.76 -3.72
C -2.26 0.52 0.78
C -3.89 -0.90 -0.28
C 3.81 -1.20 -3.12
C 0.56 1.80 0.56
C -1.74 1.62 4.08
C 3.14 -2.38 -2.82
C 3.67 -0.12 -2.27
C 2.40 -2.45 -1.65
C -3.38 1.26 -1.22
C -2.48 1.49 -0.20
C -1.88 0.66 3.14
C 2.88 -0.27 -1.15
H -2.46 -0.23 3.31
H -2.83 -1.43 1.49
H 0.23 3.73 2.30
H -3.55 2.01 -1.98
H -4.44 -1.83 -0.31
H 4.14 0.83 -2.44
H 1.91 -3.36 -1.34
H 4.41 -1.14 -4.01
H -2.14 1.45 5.07
H -1.04 3.65 4.47
H 0.12 -1.77 -3.63
H 3.20 -3.25 -3.46
H -1.95 2.43 -0.16
H -1.25 -0.74 -4.16
```

The calculation puts the HOMO energy (alpha / beta) at -6.340 / -6.340 eV. Its frontier orbital gap (alpha / beta) is 4.0 / 4.0 eV. The spin multiplicity is 1. The max |F| is 0.10124 Eh/bohr. The LUMO energy (alpha / beta) is -2.29 / -2.30 eV.

---

Record 3
A structure of composition C19H14BrIrN6O7 at a distorted geometry, computed with ωB97M-V/def2-TZVPD.

Geometry as XYZ:
```
48
C19H14BrIrN6O7 ωB97M-V/def2-TZVPD
Ir -0.37 -0.28 -0.16
Br 7.47 -1.06 3.64
O -1.14 -1.51 1.36
O -0.70 3.55 -1.53
O 1.83 0.13 -1.28
O -2.95 -2.71 1.94
O 2.57 1.14 -3.15
O 1.27 -0.34 1.03
O 1.26 1.46 2.39
N -1.03 1.21 1.12
N -1.28 -2.92 -3.39
N -1.17 -2.99 -5.86
N -2.40 -0.43 -0.67
N -0.14 -1.65 -1.65
N -0.47 1.27 -1.39
C -2.37 -1.88 1.28
C 3.58 0.35 3.63
C 5.69 -0.66 3.13
C 1.70 0.82 -2.36
C -3.00 0.22 -1.67
C -4.38 0.30 -1.76
C -1.46 2.43 0.44
C -3.14 -1.09 0.23
C 3.13 0.01 2.36
C -4.52 -1.07 0.20
C -1.17 -2.92 -4.70
C 5.25 -1.02 1.86
C 1.77 0.44 1.91
C -0.80 2.50 -0.92
C 4.87 0.01 4.02
C -0.66 -2.22 -2.53
C -5.15 -0.34 -0.80
C 0.25 1.20 -2.65
C 3.96 -0.69 1.48
H -4.83 0.85 -2.57
H -0.10 0.36 -3.25
H 3.58 -0.95 0.50
H -5.06 -1.63 0.95
H 0.26 2.13 -3.20
H -2.54 2.43 0.29
H -6.23 -0.27 -0.83
H 2.93 0.89 4.29
H 5.23 0.26 5.01
H -1.20 3.32 1.01
H -2.36 0.70 -2.39
H -1.71 0.81 1.76
H 5.90 -1.55 1.19
H -0.17 1.40 1.68
```

The calculation puts the HOMO energy (alpha / beta) at -6.003 / -5.905 eV. Its frontier orbital gap (alpha / beta) is 7.4 / 6.7 eV. The spin multiplicity is 2. The max |F| is 0.06193 Eh/bohr. As for the net charge: -1. The LUMO energy (alpha / beta) is 1.42 / 0.78 eV.